Entry 1:
164
Properties=species:S:1:pos:R:3 method="wB97M-V/def2-TZVPD" lumo_energy_ha=0.0470 total_energy_ev=-165878.422 e_homo_ha=-0.1638 max_force_ev_per_a=4.95 charge=-1 homo_lumo_gap_ha=0.21072
Sr 0.1337 -0.4758 1.6351
C 1.8614 -0.7601 -2.4956
Si 0.2069 -0.5498 -1.5270
C -0.7423 0.4671 -2.9176
C -1.4468 -0.2467 -3.9006
C -2.1071 0.3669 -4.9558
C -2.0425 1.7482 -5.0953
C -1.3020 2.4750 -4.1779
C -0.6642 1.8660 -3.0951
P 0.3825 2.8552 -1.9374
C -0.4030 4.4948 -1.4974
C -1.1492 4.4175 -0.1495
C -2.6289 4.0977 -0.3126
C -3.3207 5.1505 -1.1720
C -2.6740 5.1550 -2.5549
C -1.1679 5.4145 -2.4668
C 1.8406 3.4780 -2.9904
C 2.4297 2.4043 -3.9412
C 2.7026 2.9049 -5.3608
C 1.4598 3.6042 -5.8893
C 1.2206 4.9004 -5.1107
C 1.7956 4.8515 -3.6866
C -0.4041 -2.4489 -1.6876
C 0.3319 -3.2742 -2.5550
C 0.3431 -4.6579 -2.4748
C -0.4215 -5.2974 -1.5113
C -1.2410 -4.5305 -0.7016
C -1.2615 -3.1333 -0.7798
P -2.5048 -2.1392 0.1531
C -2.8059 -2.8802 1.8428
C -3.2343 -4.3111 2.1999
C -3.0104 -4.5388 3.7030
C -3.4579 -3.3370 4.5572
C -4.4302 -2.4476 3.7895
C -3.7741 -1.8791 2.5253
C -4.0473 -2.4815 -0.8538
C -4.6936 -3.8671 -0.7116
C -5.6609 -4.1083 -1.8690
C -4.8999 -4.2482 -3.1965
C -3.6144 -3.4068 -3.1913
C -3.7808 -2.1535 -2.3380
H 1.7164 -0.9230 -3.5677
H 2.4323 -1.5971 -2.0937
H 2.4806 0.1249 -2.4000
H -1.4761 -1.3273 -3.8380
H -2.6535 -0.2333 -5.6749
H -2.5272 2.2487 -5.9251
H -1.1803 3.5404 -4.3337
H 0.5424 5.0112 -1.2738
H -1.0632 5.3951 0.3436
H -0.6696 3.6787 0.4998
H -3.1051 4.0059 0.6686
H -2.7274 3.1278 -0.8161
H -3.2170 6.1379 -0.7059
H -4.3913 4.9440 -1.2514
H -3.1286 5.9118 -3.2003
H -2.8638 4.1832 -3.0205
H -1.0325 6.4408 -2.0987
H -0.7268 5.3988 -3.4626
H 2.5677 3.5999 -2.1812
H 1.7497 1.5628 -4.0256
H 3.3587 2.0189 -3.5181
H 2.9643 2.0505 -5.9885
H 3.5636 3.5798 -5.3798
H 0.6144 2.9244 -5.7581
H 1.5332 3.8135 -6.9591
H 0.1530 5.1463 -5.1126
H 1.7153 5.7266 -5.6292
H 1.3081 5.6000 -3.0623
H 2.8393 5.1727 -3.7501
H 0.9535 -2.8187 -3.3129
H 0.9642 -5.2318 -3.1529
H -0.4019 -6.3751 -1.4063
H -1.8845 -5.0373 -0.0013
H -1.8254 -2.7526 2.3222
H -2.6752 -5.0692 1.6575
H -4.2858 -4.4623 1.9555
H -1.9483 -4.7245 3.8732
H -3.5432 -5.4429 4.0103
H -2.5888 -2.7406 4.8474
H -3.9161 -3.6850 5.4855
H -4.7709 -1.6209 4.4168
H -5.3208 -3.0292 3.5304
H -3.2248 -0.9706 2.7833
H -4.5572 -1.5714 1.8217
H -4.7722 -1.7473 -0.4827
H -5.2247 -3.9293 0.2379
H -3.9371 -4.6556 -0.7091
H -6.3546 -3.2626 -1.9223
H -6.2702 -4.9957 -1.6829
H -5.5474 -3.9428 -4.0228
H -4.6487 -5.2978 -3.3702
H -3.3427 -3.1246 -4.2115
H -2.7788 -3.9928 -2.8048
H -4.6131 -1.5626 -2.7357
H -2.8970 -1.5285 -2.4283
N -3.3490 0.4340 -1.2636
C -3.4396 0.8797 0.0184
N -2.4169 1.2531 0.7257
C -2.8219 1.7466 1.9523
C -4.1460 1.6558 2.2226
S -4.9670 0.9917 0.8512
C -1.8050 2.4656 2.7351
C -2.0235 3.3660 3.7167
S -0.5291 4.0930 4.1851
C 0.2767 3.1409 2.9747
N -0.4967 2.3227 2.3186
N 1.6115 3.2598 2.7624
H -2.4463 0.5412 -1.7120
H -4.1554 0.4799 -1.8600
H -4.6782 1.9604 3.1070
H -2.9567 3.6535 4.1679
H 2.0779 4.1080 3.0287
H 1.9777 2.7628 1.9629
O 7.8337 2.3224 -2.9763
S 9.0799 2.3784 -2.2400
O 9.9884 1.2724 -2.4855
O 9.7010 3.6877 -2.1841
C 8.5916 2.0834 -0.5055
N 9.5458 2.2141 0.4229
C 9.1879 1.9708 1.6708
C 7.8971 1.6103 2.0343
C 6.9799 1.5150 1.0012
N 7.3333 1.7440 -0.2610
C 5.5453 1.1715 1.2095
C 4.9625 1.0860 2.4726
C 3.6111 0.8190 2.5758
N 2.8189 0.6270 1.5178
C 3.3881 0.6701 0.3106
C 4.7289 0.9462 0.1075
H 9.9642 2.0683 2.4245
H 7.6464 1.4124 3.0664
H 5.5399 1.2390 3.3738
H 3.1365 0.7588 3.5476
H 2.7215 0.4897 -0.5209
H 5.1505 1.0049 -0.8874
O -2.0912 0.4668 5.0183
C -1.1540 -0.2915 4.9163
N -0.7584 -0.9028 3.7380
S 0.5110 -1.8636 3.9892
O 1.6361 -1.3677 3.1979
O 0.2130 -3.2571 3.7576
C 0.7122 -1.5629 5.7095
C 1.5850 -2.1371 6.6131
C 1.4325 -1.7728 7.9440
C 0.4310 -0.8845 8.3346
C -0.4454 -0.3374 7.4080
C -0.2880 -0.6924 6.0803
H 2.3506 -2.8331 6.2983
H 2.0945 -2.1914 8.6904
H 0.3336 -0.6269 9.3811
H -1.2380 0.3406 7.6947
N 1.5073 -5.5994 1.9750
C 2.2756 -4.6871 1.2879
C 1.7316 -3.4549 0.8891
N 2.4244 -2.5508 0.2425
C 3.6937 -2.8579 -0.0522
C 4.2224 -4.0801 0.3091
N 3.5272 -4.9992 0.9863
H 0.7908 -5.1987 2.5626
H 2.0411 -6.3402 2.4013
H 0.6897 -3.2412 1.1026
H 4.2793 -2.1196 -0.5855
H 5.2454 -4.3338 0.0580

***

Entry 2:
158
Properties=species:S:1:pos:R:3 method="wB97M-V/def2-TZVPD" lumo_energy_ha=0.0210 total_energy_ev=-84299.997 e_homo_ha=-0.3371 max_force_ev_per_a=1.39 homo_lumo_gap_ha=0.35813
H -4.5120 1.8965 0.1518
N -3.9114 1.1404 -0.1841
C -2.7691 1.2385 0.3376
C -2.4712 2.3653 1.3045
C -1.7235 0.2313 -0.0199
B -0.2620 0.8763 -0.1133
C 0.8077 0.4518 0.9588
C 1.6549 -0.7648 0.5419
C 2.8000 -1.1265 1.4950
C 3.7697 0.0201 1.8880
C 3.7297 0.4178 3.3593
C 2.3820 0.8933 3.8536
C 2.3435 1.2847 5.3270
C 0.8888 1.4158 5.7574
C 0.0291 2.2980 4.8579
C 0.4643 3.7708 4.8175
O -0.2894 4.5538 5.7300
C -1.4479 5.1373 5.1681
C -0.0220 1.9121 -1.2760
C 1.1448 2.9021 -1.0983
C 1.0603 3.7267 0.1985
C 1.0780 3.9148 -2.2679
H -1.4176 2.4674 1.5611
H -2.7774 3.2972 0.8463
H -3.0159 2.2237 2.2316
H -1.9712 -0.1056 -1.0250
H -1.7458 -0.6361 0.6372
H 0.2558 0.1593 1.8520
H 1.4286 1.2887 1.2495
H 2.0107 -0.6060 -0.4754
H 0.9880 -1.6244 0.5119
H 3.4088 -1.8582 0.9707
H 2.4423 -1.6403 2.3802
H 4.7812 -0.3179 1.6862
H 3.5855 0.8606 1.2230
H 4.0707 -0.3897 4.0070
H 4.4285 1.2442 3.4909
H 1.5847 0.2024 3.6177
H 2.1456 1.8011 3.3006
H 2.8652 0.5293 5.9051
H 2.8660 2.2309 5.4265
H 0.4400 0.4243 5.7175
H 0.7870 1.7580 6.7862
H -0.9774 2.2753 5.2666
H -0.0195 1.9278 3.8374
H 1.5054 3.8518 5.1122
H 0.4031 4.1578 3.7995
H -2.3429 4.6074 5.4880
H -1.4968 6.1745 5.4814
H -1.4446 5.1258 4.0786
H -0.9282 2.5208 -1.3403
H 0.0912 1.4080 -2.2340
H 2.1175 2.4201 -1.1143
H 1.6772 3.3385 0.9997
H 1.4643 4.7134 -0.0085
H 0.0406 3.8856 0.5405
H 1.9982 4.4685 -2.4008
H 0.7980 3.3342 -3.1436
H 0.2276 4.5575 -2.0632
C 1.2412 6.9615 6.8688
C 0.8151 8.1620 7.4147
C 1.4851 9.3232 7.0585
N 2.5206 9.3526 6.2221
C 2.9179 8.1897 5.7078
C 2.3163 6.9739 5.9951
H 0.7459 6.0344 7.1169
H -0.0199 8.1990 8.1014
H 1.1825 10.2846 7.4602
H 3.7644 8.2439 5.0313
H 2.6816 6.0606 5.5452
C -3.4592 1.8801 -6.1492
C -2.7431 0.6977 -6.0487
C -1.4730 0.7362 -5.4924
N -0.8945 1.8545 -5.0485
C -1.6030 2.9809 -5.1518
C -2.8768 3.0517 -5.6883
H -4.4552 1.8892 -6.5748
H -3.1597 -0.2395 -6.3923
H -0.8815 -0.1671 -5.3892
H -1.1120 3.8761 -4.7795
H -3.4007 3.9965 -5.7410
C -2.8688 -2.8874 6.7743
C -2.8489 -2.1608 5.5955
C -1.6189 -1.8344 5.0465
N -0.4506 -2.1769 5.5887
C -0.4897 -2.8744 6.7228
C -1.6647 -3.2546 7.3529
H -3.8084 -3.1645 7.2347
H -3.7651 -1.8550 5.1096
H -1.5553 -1.2701 4.1213
H 0.4753 -3.1388 7.1424
H -1.6354 -3.8233 8.2721
C 0.1010 -5.6962 1.5164
C -1.0158 -6.1225 0.8155
C -2.2676 -5.7500 1.2821
N -2.4603 -5.0063 2.3701
C -1.3748 -4.6074 3.0320
C -0.0790 -4.9207 2.6497
H 1.0965 -5.9638 1.1844
H -0.9206 -6.7301 -0.0741
H -3.1680 -6.0590 0.7619
H -1.5611 -4.0060 3.9127
H 0.7644 -4.5640 3.2261
C -9.2444 1.1508 -5.2665
C -9.1552 1.7474 -6.5139
C -7.8961 2.0361 -7.0156
N -6.7638 1.7747 -6.3639
C -6.8684 1.2025 -5.1653
C -8.0777 0.8703 -4.5749
H -10.2094 0.9082 -4.8398
H -10.0415 1.9841 -7.0864
H -7.7792 2.5004 -7.9888
H -5.9294 1.0042 -4.6577
H -8.1019 0.4051 -3.5992
C 0.5732 -4.7742 -3.7850
C 0.5301 -3.5903 -3.0662
C -0.0266 -2.4751 -3.6720
N -0.5212 -2.4739 -4.9086
C -0.4694 -3.6217 -5.5839
C 0.0626 -4.7960 -5.0728
H 0.9989 -5.6688 -3.3479
H 0.9184 -3.5307 -2.0582
H -0.0839 -1.5270 -3.1451
H -0.8779 -3.5897 -6.5887
H 0.0758 -5.7017 -5.6651
C 6.0093 -4.4069 6.3521
C 4.7397 -3.8553 6.3065
C 4.2074 -3.5338 5.0674
N 4.8484 -3.7214 3.9149
C 6.0684 -4.2513 3.9782
C 6.6910 -4.6114 5.1638
H 6.4610 -4.6731 7.2994
H 4.1732 -3.6773 7.2104
H 3.2148 -3.1013 4.9830
H 6.5671 -4.3908 3.0251
H 7.6839 -5.0397 5.1544
C 0.2576 -9.6778 -8.6377
C -0.1930 -8.4047 -8.9438
C -0.4606 -7.5341 -7.8992
N -0.3130 -7.8515 -6.6136
C 0.1197 -9.0813 -6.3389
C 0.4192 -10.0267 -7.3071
H 0.4795 -10.3877 -9.4244
H -0.3339 -8.0914 -9.9690
H -0.8126 -6.5261 -8.0941
H 0.2282 -9.3135 -5.2849
H 0.7690 -11.0100 -7.0244
C 2.5002 4.1853 -6.0367
C 1.7260 3.1472 -6.5223
C 2.0973 2.5607 -7.7232
N 3.1545 2.9417 -8.4399
C 3.8854 3.9446 -7.9560
C 3.6055 4.5969 -6.7650
H 2.2450 4.6687 -5.1014
H 0.8568 2.7996 -5.9799
H 1.5217 1.7408 -8.1397
H 4.7384 4.2351 -8.5605
H 4.2367 5.4046 -6.4194